Entry w
DFT (ωB97M-V with the def2-TZVPD basis set) results for a cluster of 11 separate species, C99H209N11O11 in total.

Geometry as XYZ:
```
330
C99H209N11O11 (ωB97M-V with the def2-TZVPD basis set)
C 7.97180 5.30919 0.47960
C 6.90583 6.04675 -0.31093
C 7.43867 6.41150 -1.69285
C 6.41363 6.89925 -2.57066
C 5.39117 5.72164 -2.82220
C 4.79109 5.23091 -1.50493
N 5.77874 5.21459 -0.47082
O 5.29601 4.82599 0.75117
C 3.52287 6.02187 -1.22690
C 4.41761 3.74589 -1.82758
C 6.45573 7.41906 0.38350
H 8.46885 4.53865 -0.10972
H 7.61651 4.75143 1.34607
H 8.89490 5.87778 0.59226
H 8.20563 7.17615 -1.56964
H 8.05496 5.61970 -2.11871
H 6.75682 7.22375 -3.55301
H 6.03086 7.80949 -2.10909
H 5.82211 4.87373 -3.35460
H 4.58301 5.98711 -3.50374
H 3.75747 7.08397 -1.29774
H 2.88209 5.84909 -2.09157
H 3.02464 5.93981 -0.26091
H 5.34064 3.17354 -1.73521
H 3.86910 3.23593 -1.03563
H 3.94032 3.49043 -2.77364
H 7.27252 8.08705 0.11008
H 6.37937 7.30013 1.46430
H 5.53888 7.85594 -0.01225
H 5.40125 3.88653 0.58397
C 0.79713 2.73359 -6.73419
C 2.07539 3.03062 -7.59731
C 2.41750 1.67372 -8.34792
C 3.51341 1.78185 -9.36134
C 3.00406 2.79722 -10.41436
C 2.79602 4.29982 -9.74711
N 1.85938 4.13657 -8.57592
O 1.45487 5.28168 -8.01677
C 4.19388 4.95240 -9.37781
C 2.05344 5.08285 -10.86708
C 3.19795 3.33661 -6.56648
H 0.36094 3.57475 -6.19541
H 0.95666 1.95400 -5.98928
H 0.01939 2.34079 -7.38912
H 2.39828 0.90466 -7.57573
H 1.55528 1.42649 -8.96725
H 3.81457 0.87482 -9.88548
H 4.41775 2.01993 -8.80134
H 2.06160 2.46429 -10.84914
H 3.71737 2.93695 -11.22662
H 4.95346 4.23674 -9.06322
H 4.58186 5.52651 -10.21921
H 4.03084 5.60933 -8.52343
H 2.52002 5.05432 -11.85175
H 1.11745 4.62967 -11.19364
H 1.78833 6.05420 -10.44958
H 2.81185 3.98649 -5.78119
H 4.13608 3.73741 -6.95037
H 3.38751 2.37744 -6.08467
H 0.49645 5.26260 -8.06850
C -7.42851 0.86322 -1.91859
C -8.56231 0.55213 -0.97253
C -8.54447 1.54376 0.19221
C -9.86854 1.49563 1.08375
C -11.07976 1.47978 0.28365
C -11.22847 0.53542 -0.97382
N -9.92098 0.55052 -1.68143
O -9.92370 -0.17643 -2.91244
C -11.43687 -0.91157 -0.40528
C -12.35296 1.01792 -1.94644
C -8.12394 -0.83456 -0.39593
H -7.54582 1.85387 -2.35784
H -7.37666 0.18193 -2.76786
H -6.38521 0.86887 -1.60302
H -7.76025 1.63869 0.94327
H -8.66901 2.52531 -0.26512
H -9.88070 2.33693 1.77670
H -9.74863 0.54000 1.59413
H -11.45113 2.48087 0.06457
H -11.88860 1.26553 0.98220
H -11.19295 -1.65776 -1.16147
H -11.15598 -1.17315 0.61490
H -12.52677 -0.91568 -0.39089
H -11.95434 1.84313 -2.53654
H -12.53621 0.15098 -2.58122
H -13.28147 1.21929 -1.41218
H -7.04874 -0.90047 -0.22949
H -8.45463 -1.72715 -0.92699
H -8.45116 -1.18356 0.58347
H -9.64452 0.45693 -3.57766
C 1.22791 3.20600 5.76185
C 0.57711 2.15303 6.73258
C -0.30397 2.89500 7.76268
C -1.69561 3.30544 7.33463
C -2.42319 2.16084 6.64336
C -1.65219 1.35788 5.50289
N -0.24867 1.07370 6.04553
O 0.49947 0.42554 5.07537
C -2.47809 0.00581 5.24601
C -1.67221 2.18714 4.23212
C 1.66564 1.42540 7.59497
H 2.18867 3.48314 6.19572
H 0.71393 4.15634 5.61774
H 1.56099 2.82162 4.79779
H -0.42070 2.19629 8.59110
H 0.17969 3.60235 8.43635
H -1.63401 4.05943 6.54989
H -2.12845 3.67512 8.26420
H -3.27697 2.62779 6.15232
H -3.00144 1.58420 7.36530
H -3.33943 0.29937 4.64599
H -2.03020 -0.71927 4.56649
H -2.59428 -0.55146 6.17555
H -2.51372 2.87082 4.12017
H -0.73176 2.72547 4.11436
H -1.67462 1.48411 3.39916
H 1.30256 0.51771 8.07702
H 2.15169 2.02902 8.36145
H 2.41085 0.99720 6.92459
H 0.73760 -0.36482 5.56549
C -1.59592 5.16493 -4.05336
C -2.99662 5.36543 -3.51527
C -2.78369 5.35355 -1.86395
C -2.21317 6.69794 -1.20676
C -2.99577 7.85894 -1.79137
C -3.36674 7.93928 -3.29228
N -3.67416 6.64787 -3.85415
O -3.80949 6.88509 -5.30795
C -4.64607 8.92118 -3.55642
C -2.19354 8.74469 -3.96557
C -3.88356 4.23965 -4.15750
H -1.32199 4.13357 -4.27554
H -0.85321 5.55700 -3.35855
H -1.39060 5.69233 -4.98491
H -3.73000 5.01458 -1.44241
H -2.23414 4.42708 -1.69735
H -1.15333 6.79581 -1.44182
H -2.30664 6.64970 -0.12184
H -2.35360 8.70755 -1.55560
H -3.93011 8.01790 -1.25300
H -5.54752 8.35775 -3.31553
H -4.60245 9.82496 -2.94866
H -4.65276 9.39890 -4.53613
H -1.96095 9.75419 -3.62659
H -1.25452 8.19149 -3.98318
H -2.43834 8.81727 -5.02524
H -4.96376 4.29696 -4.02334
H -3.46307 3.28431 -3.84348
H -3.73744 4.25834 -5.23750
H -4.48291 6.24088 -5.53836
C 1.40145 -5.16554 -6.92222
C 1.59331 -3.59794 -6.68704
C 1.86660 -3.37540 -5.19493
C 3.28681 -3.69989 -4.87100
C 4.22150 -2.87215 -5.67961
C 3.98774 -3.08909 -7.16193
N 2.57076 -2.97240 -7.55039
O 2.30229 -3.06271 -8.84273
C 4.75586 -1.92406 -7.84528
C 4.65267 -4.37496 -7.62145
C 0.30772 -2.90114 -6.88461
H 0.78865 -5.55883 -6.11111
H 2.41697 -5.55035 -6.82876
H 0.94791 -5.61048 -7.80791
H 1.78500 -2.29916 -5.04276
H 1.20132 -3.88542 -4.49824
H 3.52081 -4.76103 -4.78543
H 3.46247 -3.48114 -3.81772
H 5.25798 -2.92396 -5.34624
H 3.99404 -1.83358 -5.43931
H 4.65442 -2.14430 -8.90797
H 4.29047 -0.98297 -7.55225
H 5.82629 -1.94971 -7.64128
H 4.26946 -5.28695 -7.16372
H 4.62093 -4.41734 -8.71016
H 5.69954 -4.30665 -7.32565
H -0.13646 -3.21084 -7.83060
H 0.40616 -1.81641 -6.92659
H -0.36083 -3.24387 -6.09488
H 2.03086 -2.16875 -9.06356
C 1.92541 -0.39295 -1.46380
C 0.60161 -0.90312 -0.76958
C 0.79861 -0.47365 0.80538
C -0.42914 -0.61589 1.64097
C -1.62872 0.02559 0.99611
C -1.81050 -0.31503 -0.50003
N -0.54826 -0.29515 -1.32636
O -0.62690 -0.52344 -2.77126
C -2.64368 -1.61845 -0.71313
C -2.70868 0.70472 -1.13928
C 0.60677 -2.47345 -0.71557
H 2.16081 0.65040 -1.25377
H 1.84865 -0.49881 -2.54593
H 2.87022 -0.82810 -1.13809
H 1.68532 -0.96697 1.20347
H 0.99744 0.59799 0.81743
H -0.19639 -0.41228 2.68618
H -0.75178 -1.65703 1.64637
H -1.45780 1.09406 1.12743
H -2.55571 -0.20227 1.52231
H -2.05729 -2.49897 -0.97567
H -2.96715 -1.97829 0.26358
H -3.48544 -1.55520 -1.40274
H -3.03785 0.52334 -2.16243
H -3.49188 0.94744 -0.42110
H -2.10260 1.60255 -1.01813
H 0.12221 -2.89610 -1.59573
H 0.18655 -2.89607 0.19707
H 1.65646 -2.76658 -0.73408
H -1.06925 0.27456 -3.06978
C 5.11420 0.88642 5.12195
C 5.09635 0.24454 3.73624
C 4.20306 1.07126 2.79675
C 4.42661 0.79275 1.28586
C 5.81490 1.07614 0.85982
C 6.84340 0.29766 1.71114
N 6.48775 0.15919 3.16884
O 7.42364 -0.49607 3.94893
C 6.96892 -1.17604 1.17001
C 8.14428 1.07620 1.51214
C 4.35770 -1.17655 3.93791
H 5.08958 0.10156 5.87791
H 4.20820 1.34617 5.51677
H 6.03914 1.44667 5.25870
H 3.12877 1.09135 2.98005
H 4.29666 2.14521 2.95796
H 3.81987 1.51105 0.73447
H 4.05649 -0.21580 1.10166
H 6.03061 2.12666 1.05471
H 5.96171 0.95663 -0.21361
H 7.00916 -1.39898 0.10381
H 7.77736 -1.61789 1.75251
H 5.98470 -1.55432 1.44627
H 8.88557 0.52207 2.08793
H 8.48576 1.07045 0.47702
H 8.09803 2.05510 1.98933
H 3.47920 -1.15054 4.58263
H 5.08511 -1.76484 4.49727
H 4.24087 -1.66555 2.97078
H 7.74594 0.18455 4.54431
C -6.67072 -0.63890 3.22489
C -7.09933 -1.88560 4.00849
C -6.26008 -2.02283 5.34164
C -6.76785 -3.05342 6.26045
C -8.17039 -2.77318 6.66395
C -9.16075 -2.67320 5.41927
N -8.54114 -1.85904 4.33813
O -9.41595 -1.56261 3.29244
C -9.36606 -4.11347 4.93364
C -10.64524 -2.05804 5.74492
C -6.74192 -3.05333 3.07116
H -5.61913 -0.40151 3.06401
H -7.04866 0.28811 3.65605
H -6.89738 -0.61232 2.15905
H -5.19003 -2.05923 5.13727
H -6.25153 -1.16424 6.01309
H -6.13150 -3.19878 7.13339
H -6.62968 -4.04763 5.83556
H -8.39666 -1.82725 7.15601
H -8.44607 -3.47786 7.44851
H -9.96448 -4.63641 5.67966
H -9.82940 -4.14430 3.94751
H -8.45221 -4.68217 4.76176
H -11.37344 -2.76836 5.35344
H -10.67943 -1.95531 6.82953
H -10.78202 -1.05156 5.34947
H -7.44018 -3.18531 2.24466
H -6.73332 -4.04790 3.51711
H -5.81702 -2.80861 2.54889
H -9.51657 -2.44902 2.93782
C -2.24826 -4.15265 2.92929
C -2.54462 -5.68647 3.42143
C -1.12198 -6.31646 3.26177
C 0.01862 -6.03287 4.25238
C -0.63934 -6.13494 5.68600
C -1.97429 -5.44244 5.99663
N -2.96604 -5.72935 4.83741
O -4.20444 -5.06475 5.17353
C -2.59967 -6.00278 7.27140
C -1.71320 -3.91461 6.42328
C -3.55529 -6.33326 2.32841
H -1.75063 -3.50940 3.65503
H -3.09568 -3.47336 2.83690
H -1.79618 -4.13562 1.93761
H -1.19993 -7.35754 3.57511
H -0.73964 -6.25836 2.24269
H 0.40955 -5.01555 4.23393
H 0.75597 -6.77645 3.94987
H 0.06830 -5.93156 6.48973
H -0.85103 -7.19957 5.78524
H -3.48416 -5.49317 7.65360
H -3.01444 -7.00200 7.13859
H -1.97040 -6.06473 8.15926
H -1.61859 -3.16572 5.63695
H -2.56904 -3.65687 7.04714
H -0.84064 -3.79436 7.06538
H -2.97903 -6.57661 1.43577
H -4.38041 -5.63990 2.16550
H -3.78944 -7.36719 2.58193
H -4.75673 -5.84862 5.12746
C 8.02858 -5.23164 4.90488
C 7.64209 -6.32198 3.84864
C 6.22863 -6.80541 4.29214
C 5.54985 -7.80285 3.36726
C 5.47964 -7.12236 2.03899
C 6.72626 -6.45276 1.45627
N 7.34835 -5.69500 2.55064
O 8.44414 -5.13929 2.11116
C 7.55649 -7.58467 0.75693
C 6.09958 -5.49162 0.42329
C 8.70894 -7.45189 3.84523
H 8.31120 -5.65560 5.86845
H 7.38903 -4.35590 5.01517
H 9.03359 -4.82341 4.79806
H 6.31521 -7.25468 5.28146
H 5.59830 -5.95815 4.56217
H 4.66077 -8.21675 3.84300
H 6.13824 -8.70244 3.18662
H 4.48982 -6.66605 2.02699
H 5.21934 -7.92553 1.34960
H 7.75121 -8.24569 1.60146
H 7.02439 -8.19909 0.03067
H 8.42961 -7.08431 0.33813
H 5.49345 -6.05002 -0.29009
H 5.44557 -4.66593 0.70364
H 6.96732 -5.10310 -0.10981
H 9.59101 -7.24128 4.44996
H 9.13397 -7.72214 2.87858
H 8.36113 -8.43428 4.16465
H 8.05530 -4.26295 2.06198
```

As for the SMILES: CC1(C)CCCC(C)(C)N1O.CC1(C)CCCC(C)(C)N1O.CC1(C)CCCC(C)(C)N1O.CC1(C)CCCC(C)(C)N1O.CC1(C)CCCC(C)(C)N1O.CC1(C)CCCC(C)(C)N1O.CC1(C)CCCC(C)(C)N1O.CC1(C)CCCC(C)(C)N1O.CC1(C)CCCC(C)(C)N1O.CC1(C)CCCC(C)(C)N1O.CC1(C)CCCC(C)(C)N1O. For the HOMO energy, the calculation gives -7.8 eV. As for the net charge: 0. For the LUMO energy, the calculation gives 0.23 eV. For the orbital gap, the calculation gives 8.0839 eV.

Results of the Löwdin charge analysis, in e, for atoms 1 through 2: -0.0261 -0.4999

Entry x
DFT (ωB97M-V with the def2-TZVPD basis set) results for a cluster of 11 separate species, C99H209N11O11 in total.

Geometry as XYZ:
```
330
C99H209N11O11 (ωB97M-V with the def2-TZVPD basis set)
C 7.71638 3.14538 2.87659
C 7.48729 3.34168 1.31542
C 6.58573 4.60020 1.16938
C 7.42015 5.90790 1.42290
C 8.48372 5.99877 0.36132
C 9.52593 4.83638 0.34523
N 8.81831 3.57736 0.67895
O 9.60599 2.47877 0.65314
C 10.27119 4.91997 -1.03704
C 10.58505 5.14809 1.50282
C 6.84619 2.00839 0.72803
H 8.41585 3.94913 3.10641
H 8.18670 2.21972 3.20835
H 6.79863 3.35750 3.42507
H 5.84261 4.66512 0.37461
H 5.88467 4.54943 2.00247
H 7.74531 5.98852 2.46014
H 6.79779 6.80139 1.37349
H 8.91674 6.95884 0.64212
H 8.02748 6.05475 -0.62702
H 11.21576 4.37840 -1.08817
H 9.58894 4.46406 -1.75452
H 10.48020 5.93359 -1.37907
H 10.80783 4.25152 2.08129
H 11.50870 5.56959 1.10621
H 10.23046 5.98457 2.10504
H 7.34741 1.10547 1.07676
H 6.74920 2.05297 -0.35673
H 5.83589 1.99322 1.13690
H 9.61820 2.24301 -0.27738
C 5.83999 5.50829 -3.47173
C 6.11738 5.30870 -4.97761
C 4.65840 5.44912 -5.60585
C 4.64800 5.95814 -7.05903
C 5.52648 7.21335 -7.16013
C 7.02621 7.08164 -6.58102
N 6.94053 6.52421 -5.18467
O 8.24876 6.36053 -4.78379
C 7.88278 6.18873 -7.56635
C 7.70218 8.47790 -6.56122
C 6.72652 3.99710 -5.37682
H 5.56106 6.51272 -3.15329
H 6.76183 5.24095 -2.95516
H 5.01267 4.85140 -3.20311
H 4.17897 4.47229 -5.54219
H 4.10404 6.27979 -5.16907
H 3.70400 6.19510 -7.54975
H 4.75294 4.99547 -7.55939
H 5.23950 8.14227 -6.66733
H 5.56830 7.38150 -8.23627
H 8.71475 5.60767 -7.16848
H 7.38335 5.31314 -7.98111
H 8.16708 6.75178 -8.45530
H 8.74550 8.54114 -6.25204
H 7.71446 8.82593 -7.59409
H 7.27923 9.16864 -5.83177
H 6.21186 3.10999 -5.00768
H 7.74508 3.77455 -5.05885
H 7.00022 3.82649 -6.41801
H 8.08359 6.77420 -3.93338
C -4.44537 -9.65254 -3.65409
C -5.09098 -9.21443 -2.37147
C -4.11436 -8.22425 -1.68961
C -4.67738 -7.43614 -0.48957
C -5.83774 -6.70738 -0.93198
C -6.91151 -7.63752 -1.56764
N -6.36574 -8.47975 -2.62297
O -7.30783 -9.20867 -3.29613
C -7.78191 -8.40691 -0.41118
C -7.95367 -6.70955 -2.23638
C -5.15902 -10.52332 -1.47126
H -4.33980 -8.76738 -4.28135
H -5.01664 -10.31746 -4.30189
H -3.47291 -10.12397 -3.51206
H -3.22430 -8.79732 -1.42982
H -3.78748 -7.40745 -2.33312
H -3.96938 -6.68722 -0.13469
H -4.83628 -8.05631 0.39262
H -5.37980 -6.16781 -1.76100
H -6.33354 -5.96786 -0.30318
H -7.27855 -9.26742 0.02957
H -8.00309 -7.67299 0.36377
H -8.68380 -8.76172 -0.90997
H -8.78476 -7.28162 -2.64884
H -8.34574 -5.98622 -1.52142
H -7.50312 -6.12638 -3.03951
H -5.60997 -10.38079 -0.48920
H -4.16100 -10.95008 -1.37163
H -5.82444 -11.24838 -1.93988
H -7.19009 -10.09498 -2.94658
C -2.92101 -4.58789 -3.61797
C -3.50406 -3.82163 -4.82799
C -5.00515 -4.28943 -4.84901
C -5.77865 -3.54361 -5.97662
C -5.81609 -2.09676 -5.47694
C -4.39154 -1.45525 -5.15921
N -3.41052 -2.40999 -4.65172
O -2.17127 -1.89828 -4.53918
C -3.82232 -0.86298 -6.54294
C -4.60285 -0.32788 -4.12246
C -2.87604 -4.40384 -6.05107
H -2.90221 -5.67198 -3.72976
H -3.34580 -4.25689 -2.67029
H -1.88068 -4.34698 -3.39938
H -5.06049 -5.36255 -5.03189
H -5.48576 -4.17341 -3.87759
H -6.74042 -4.03353 -6.12856
H -5.15738 -3.41401 -6.86281
H -6.64203 -1.94001 -4.78315
H -6.23421 -1.59899 -6.35187
H -3.08303 -0.08109 -6.36915
H -3.54033 -1.69094 -7.19337
H -4.59134 -0.34361 -7.11473
H -3.84026 0.44380 -4.22767
H -5.44566 0.29251 -4.42723
H -4.70625 -0.81570 -3.15321
H -2.97770 -3.90862 -7.01675
H -3.43359 -5.28864 -6.35826
H -1.86360 -4.79650 -5.95677
H -1.81217 -2.02360 -5.42062
C -5.06084 -3.68572 0.35301
C -5.85063 -2.64539 1.22655
C -7.17524 -3.44066 1.45618
C -8.03365 -2.97101 2.63672
C -7.17207 -2.83142 3.92029
C -5.84732 -2.05905 3.74811
N -5.11068 -2.47115 2.49503
O -3.89744 -1.77577 2.33581
C -6.17540 -0.50676 3.79806
C -5.04514 -2.36504 5.03230
C -5.94318 -1.35650 0.41058
H -4.80283 -4.56488 0.94344
H -4.10092 -3.39151 -0.07138
H -5.58874 -4.07781 -0.51629
H -7.75617 -3.27362 0.54914
H -6.95719 -4.49577 1.62138
H -8.84424 -3.68126 2.79978
H -8.40375 -2.00877 2.28287
H -6.92300 -3.83217 4.27322
H -7.67011 -2.39703 4.78711
H -5.42555 0.01829 3.20634
H -7.18941 -0.23529 3.50448
H -5.92804 -0.16244 4.80223
H -4.72250 -3.40331 5.10979
H -4.12793 -1.78835 5.15169
H -5.68457 -2.26490 5.90934
H -6.65947 -1.30872 -0.40963
H -5.02469 -0.81479 0.18469
H -6.45090 -0.63311 1.04856
H -3.26555 -2.49390 2.25454
C 0.79201 -0.74530 9.88094
C 1.76311 -0.22852 8.85663
C 2.73841 -1.38289 8.53601
C 2.01438 -2.45625 7.72413
C 1.61884 -1.82047 6.30852
C 0.65561 -0.51284 6.51220
N 1.17413 0.35928 7.56023
O 0.40346 1.55159 7.73570
C 0.72198 0.31840 5.23328
C -0.78474 -1.09662 6.76384
C 2.50837 0.99403 9.54329
H 0.22269 0.03842 10.38072
H 1.32519 -1.39464 10.57533
H 0.02748 -1.36660 9.41448
H 3.65200 -1.06138 8.03592
H 3.24237 -1.77840 9.41787
H 1.10318 -2.72636 8.25785
H 2.59989 -3.36887 7.61276
H 1.13507 -2.68599 5.85582
H 2.40439 -1.75859 5.55541
H 1.69341 0.35719 4.74041
H 0.24375 -0.22390 4.41762
H 0.48088 1.37891 5.30608
H -0.85213 -1.83502 7.56280
H -1.52112 -0.29914 6.86317
H -1.22081 -1.53999 5.86864
H 2.90207 0.71597 10.52093
H 1.94272 1.89982 9.76166
H 3.39104 1.25223 8.95821
H 0.71628 2.23286 7.13601
C 8.23881 -2.29631 -0.25011
C 7.06674 -2.99057 0.50337
C 6.29007 -1.91319 1.30409
C 5.22518 -1.14157 0.42756
C 4.32221 -2.07794 -0.33659
C 5.18152 -3.16256 -1.22493
N 6.23990 -3.82694 -0.36976
O 7.07589 -4.74776 -0.99585
C 4.21043 -4.18941 -1.68964
C 5.71455 -2.42473 -2.41621
C 7.65704 -3.99162 1.56674
H 8.95298 -2.01391 0.52339
H 7.99383 -1.45103 -0.89322
H 8.72319 -3.08365 -0.82767
H 5.87718 -2.39916 2.18808
H 6.98355 -1.21252 1.76911
H 5.71575 -0.38373 -0.18327
H 4.55376 -0.63241 1.11898
H 3.76588 -1.39577 -0.97942
H 3.87831 -2.70924 0.43316
H 3.75304 -3.90662 -2.63776
H 4.77669 -5.01886 -2.11327
H 3.41888 -4.45890 -0.99041
H 4.88008 -2.10757 -3.04165
H 6.33960 -1.55507 -2.21350
H 6.30503 -3.12858 -3.00276
H 6.92318 -4.67086 2.00054
H 8.28508 -3.52016 2.32264
H 8.32814 -4.70750 1.09214
H 7.12100 -5.53165 -0.44351
C -4.14179 6.79365 1.94312
C -3.92811 5.28109 2.24763
C -4.54438 4.68064 3.54472
C -6.05235 4.31035 3.54952
C -6.39060 3.44515 2.26528
C -5.80403 4.02743 0.95105
N -4.33592 4.46078 1.08219
O -3.74777 4.79273 -0.07519
C -5.86801 2.78570 -0.04052
C -6.78132 5.15589 0.45757
C -2.39890 5.08937 2.47844
H -3.87781 7.52089 2.71094
H -5.18044 6.88646 1.62579
H -3.54544 7.13331 1.09631
H -4.04323 3.79452 3.93426
H -4.42039 5.44786 4.30899
H -6.58083 5.26040 3.62838
H -6.17438 3.69796 4.44293
H -7.48043 3.46101 2.27625
H -6.10390 2.42036 2.50130
H -6.87204 2.36863 0.03737
H -5.57538 2.99414 -1.06961
H -5.17225 2.04551 0.35463
H -6.51905 5.76374 -0.40835
H -7.69276 4.70113 0.06953
H -7.03198 5.90430 1.20933
H -2.06357 4.05277 2.51184
H -2.10205 5.54344 3.42385
H -1.74290 5.46194 1.69170
H -3.01541 4.17730 -0.15574
C 1.44216 1.93479 -1.27867
C 0.29221 1.42501 -0.41992
C -1.09231 1.88591 -1.02601
C -1.73025 0.92601 -1.90413
C -1.70789 -0.42167 -1.23386
C -0.29331 -1.01752 -0.94260
N 0.31353 -0.01787 -0.07230
O 1.44352 -0.41079 0.50412
C -0.50804 -2.30261 -0.09233
C 0.48331 -1.16563 -2.26826
C 0.39982 2.13996 1.05846
H 2.35979 1.60772 -0.78971
H 1.51344 3.02182 -1.24144
H 1.43070 1.78301 -2.35799
H -1.73353 2.28890 -0.24209
H -0.92469 2.75209 -1.66612
H -1.24260 0.99835 -2.87628
H -2.79559 1.04881 -2.09928
H -2.23058 -1.02808 -1.97357
H -2.33756 -0.32300 -0.34963
H 0.42910 -2.67833 0.31842
H -1.08184 -2.32942 0.83403
H -0.87183 -3.09072 -0.75160
H 0.00632 -1.87358 -2.94604
H 0.61989 -0.19008 -2.73489
H 1.48570 -1.57197 -2.13331
H 0.20943 3.21141 1.12051
H 1.35842 1.81247 1.46088
H -0.30574 1.79481 1.81422
H 1.29692 -0.25111 1.43933
C -2.96116 8.47401 -2.94797
C -1.58282 8.96319 -2.43582
C -1.21728 8.24799 -1.06525
C -0.62214 6.81270 -1.20257
C 0.49167 6.80885 -2.27704
C 0.16806 7.33309 -3.75186
N -0.48234 8.66345 -3.49154
O -0.74191 9.32117 -4.69258
C 1.44431 7.59875 -4.46116
C -0.61375 6.34123 -4.52366
C -1.59810 10.43416 -2.09942
H -2.93287 7.39827 -3.12142
H -3.10269 8.88930 -3.94577
H -3.68729 8.93087 -2.27557
H -0.61820 8.96084 -0.49863
H -2.09885 8.06768 -0.45009
H -1.46509 6.17785 -1.47554
H -0.15978 6.47962 -0.27339
H 0.98129 5.83605 -2.32227
H 1.34514 7.35387 -1.87375
H 2.04214 6.68740 -4.47328
H 1.43503 7.87690 -5.51503
H 2.08858 8.21114 -3.83029
H -0.12683 5.52750 -5.06111
H -1.43927 5.86930 -3.99083
H -1.03780 6.77668 -5.42846
H -0.56997 10.72902 -1.88941
H -2.14346 10.74744 -1.20918
H -2.11068 10.96527 -2.90147
H -1.60685 9.03452 -4.99475
C -1.41747 -8.04935 5.19343
C -0.15064 -7.25719 4.95163
C 0.58308 -7.94636 3.72555
C -0.19935 -7.57880 2.48485
C 0.03415 -6.07044 2.21889
C -0.52786 -5.21385 3.39161
N -0.35994 -5.78301 4.77679
O -0.66815 -5.13510 5.88729
C 0.18739 -3.81947 3.32916
C -2.01202 -5.13647 3.17888
C 0.83396 -7.47099 6.11992
H -1.20561 -9.11854 5.19957
H -2.20701 -7.83675 4.47264
H -1.90111 -7.76846 6.12900
H 1.56490 -7.48850 3.60507
H 0.75213 -9.01564 3.85260
H -1.23721 -7.91150 2.50054
H 0.25171 -7.99946 1.58613
H -0.27251 -5.78444 1.21278
H 1.09595 -5.84746 2.11416
H 0.09593 -3.46362 2.30296
H -0.35446 -3.11985 3.96557
H 1.21286 -4.03329 3.63051
H -2.62369 -4.66343 3.94712
H -2.46061 -4.65887 2.30781
H -2.53496 -6.06778 2.96143
H 1.33742 -8.43735 6.14775
H 0.23795 -7.43930 7.03198
H 1.47960 -6.59756 6.02839
H 0.13674 -4.81511 6.30126
```

As for the SMILES: CC1(C)CCCC(C)(C)N1O.CC1(C)CCCC(C)(C)N1O.CC1(C)CCCC(C)(C)N1O.CC1(C)CCCC(C)(C)N1O.CC1(C)CCCC(C)(C)N1O.CC1(C)CCCC(C)(C)N1O.CC1(C)CCCC(C)(C)N1O.CC1(C)CCCC(C)(C)N1O.CC1(C)CCCC(C)(C)N1O.CC1(C)CCCC(C)(C)N1O.CC1(C)CCCC(C)(C)N1O. For the HOMO energy, the calculation gives -7.6 eV. As for the net charge: 0. For the LUMO energy, the calculation gives 0.26 eV. For the orbital gap, the calculation gives 7.8883 eV.

Results of the Löwdin charge analysis, in e, for atoms 1 through 2: -0.0218 -0.4272

Out of the structures above, which one is the most stable? Solution: entry x.